(1)
{
  "formula": "CH14NO4",
  "method": "ωB97M-V/def2-TZVPD",
  "elements": ["C", "N", "H", "H", "H", "H", "H", "H", "H", "H", "O", "H", "H", "O", "H", "H", "O", "H", "H", "O"],
  "xyz": [[1.69584, 0.57886, 0.39989], [0.61817, 0.20304, -0.64673], [1.27414, 1.40222, 0.96352], [1.88891, -0.19307, 1.14816], [2.58002, 0.65653, -0.21860], [0.82433, 0.82868, -1.41643], [-0.32536, 0.35048, -0.27125], [0.65911, -0.78827, -0.91746], [-2.45856, 2.36760, 3.70412], [-1.57394, 1.45981, 4.48171], [-1.57971, 1.96400, 3.66628], [-0.69709, -1.99556, -3.72506], [-0.37606, -0.50815, -4.03258], [-0.17753, -1.25213, -3.43320], [0.63142, -3.51410, -0.92780], [1.82559, -3.05601, -1.60318], [1.08884, -2.69083, -1.12083], [-1.74481, 1.44145, 2.07543], [-2.54152, 1.43511, 0.79330], [-1.61179, 1.31033, 1.08070]],
  "s2": 0.756,
  "e_homo_ev": [-19.0, -18.0],
  "e_above_lowest_kcal_mol": 11.7,
  "total_energy_ha": -401.42701,
  "total_charge": 2,
  "multiplicity": 2
}

=====

(2)
{
  "formula": "CH14O5",
  "method": "ωB97M-V/def2-TZVPD",
  "elements": ["C", "H", "H", "H", "H", "H", "H", "O", "H", "H", "O", "H", "H", "O", "H", "H", "O", "H", "H", "O"],
  "xyz": [[-0.56351, 2.74426, 0.56199], [-1.41882, 2.95812, 1.20277], [0.31832, 3.30496, 0.84119], [-0.92662, 2.90830, -0.45170], [-0.44170, 1.66423, 0.65004], [1.00867, -1.80845, 0.45840], [1.15559, -2.73433, -0.77972], [1.07501, -1.80117, -0.51336], [-3.11484, -0.69614, 1.56402], [-2.00682, -0.72424, 0.40399], [-2.17826, -0.62814, 1.34237], [2.34982, -0.68981, -1.63777], [2.82698, -0.78502, -3.10755], [3.13465, -0.66263, -2.20348], [-1.02183, 0.41624, -1.79509], [-0.36593, -0.78058, -1.26265], [-1.19516, -0.30767, -1.19084], [-0.28050, -1.03038, 1.80695], [0.99824, -0.23631, 2.09098], [0.64671, -1.11126, 2.01946]],
  "e_homo_ev": -11.1,
  "smiles": "C.O.O.O.O.O",
  "e_above_lowest_kcal_mol": 5.6,
  "total_energy_ha": -422.69638,
  "total_charge": 0,
  "multiplicity": 1
}

=====

(3)
{
  "formula": "CH14O5S",
  "method": "ωB97M-V/def2-TZVPD",
  "elements": ["C", "S", "H", "H", "H", "H", "H", "H", "O", "H", "H", "O", "H", "H", "O", "H", "H", "O", "H", "H", "O"],
  "xyz": [[-1.87505, 2.14658, 1.82647], [-2.61590, 0.70198, 1.04726], [-2.60706, 2.93564, 1.97095], [-0.98188, 2.38024, 1.25582], [-1.59361, 1.87091, 2.84370], [-3.58822, 1.16929, 0.31430], [2.57733, -0.62010, 1.23820], [3.27214, 0.29454, 0.25235], [2.38229, -0.05449, 0.49060], [-0.81967, -2.44826, 2.25343], [-1.12633, -1.56327, 1.11108], [-0.57309, -2.29944, 1.33657], [0.90857, 0.73595, -0.45709], [0.76922, 1.55434, -1.70125], [0.25817, 1.27005, -0.92749], [2.63084, -0.80480, -3.41864], [1.48398, -0.61341, -2.50549], [1.98505, -0.11573, -3.19865], [-0.71829, -2.30503, -1.79997], [0.10088, -2.20707, -0.47990], [0.13064, -2.02792, -1.45223]],
  "e_homo_ev": -8.9,
  "smiles": "CS.O.O.O.O.O",
  "e_above_lowest_kcal_mol": 12.7,
  "total_energy_ha": -820.86306,
  "total_charge": 0,
  "multiplicity": 1
}

=====

(4)
{
  "formula": "CH15N2O5",
  "method": "ωB97M-V/def2-TZVPD",
  "elements": ["N", "C", "N", "H", "H", "H", "H", "H", "H", "H", "O", "H", "H", "O", "H", "H", "O", "H", "H", "O", "H", "H", "O"],
  "xyz": [[1.32313, 0.64332, 1.38110], [1.41395, -0.65898, 1.79105], [0.67168, -1.59307, 1.17716], [0.99656, 0.89302, 0.32738], [1.87278, 1.52166, 1.75383], [2.17976, -0.84602, 2.62450], [0.66434, -2.51186, 1.62406], [0.11292, -1.48960, 0.34089], [-0.55046, 2.55727, -1.03565], [0.51352, 3.40881, -0.15890], [0.40942, 2.59949, -0.58749], [4.18571, 0.19718, -1.07537], [4.44399, -0.97353, -0.07997], [3.88357, -0.24116, -0.41198], [-2.74457, -0.74111, -1.45800], [-1.40444, -0.88946, -2.24364], [-1.73178, -0.95076, -1.38495], [-3.24077, -3.09761, 1.55617], [-2.53578, -2.08135, 0.50197], [-2.40088, -2.82871, 1.26999], [-2.50781, 2.21734, -2.73086], [-3.12707, 2.73198, -1.43496], [-2.42776, 2.13314, -1.74633]],
  "e_homo_ev": -14.1,
  "e_above_lowest_kcal_mol": 62.5,
  "total_energy_ha": -532.53304,
  "total_charge": 1,
  "multiplicity": 1
}

=====

(5)
{
  "formula": "CH15NO6",
  "method": "ωB97M-V/def2-TZVPD",
  "elements": ["C", "N", "H", "H", "H", "H", "H", "O", "H", "H", "O", "H", "H", "O", "H", "H", "O", "H", "H", "O", "H", "H", "O"],
  "xyz": [[2.79132, -5.06641, 4.23620], [4.00726, -5.18060, 3.83620], [2.07689, -5.94718, 4.03986], [2.55726, -4.29575, 4.93467], [4.56601, -4.37601, 4.17981], [-3.16138, 5.00775, 1.60393], [-4.67140, 4.69624, 1.45021], [-4.01212, 5.33865, 1.15789], [-1.15389, 2.34144, -2.59108], [-2.19329, 2.48876, -1.33677], [-1.72713, 1.92821, -1.92802], [-0.86259, 0.46297, 0.98151], [-1.99344, 0.84306, 0.27718], [-1.72933, 0.71352, 1.20054], [2.57881, 0.19865, -6.37474], [1.38943, 0.55711, -5.64892], [2.12641, 0.95382, -5.96744], [-1.10408, -1.30955, -0.72297], [-1.15361, -0.31158, -1.92585], [-0.50951, -0.85733, -1.44650], [1.11507, -0.00233, 0.29074], [0.40687, 1.00798, -0.54228], [0.65644, 0.80858, 0.29583]],
  "e_homo_ev": -10.3,
  "smiles": "C=N.O.O.O.O.O.O",
  "e_above_lowest_kcal_mol": 72.7,
  "total_energy_ha": -553.20484,
  "total_charge": 0,
  "multiplicity": 1
}

=====

(6)
{
  "formula": "CH15NO6",
  "method": "ωB97M-V/def2-TZVPD",
  "elements": ["N", "C", "O", "H", "H", "H", "H", "H", "H", "H", "O", "H", "H", "O", "H", "H", "O", "H", "H", "O", "H", "H", "O"],
  "xyz": [[-2.41332, -0.87980, 1.64822], [-1.10754, -0.40446, 1.97811], [-0.09714, -1.05279, 1.19491], [-2.91620, -0.32162, 0.95831], [-2.42958, -1.82148, 1.31460], [-1.05893, 0.73519, 1.89429], [-0.94118, -0.81643, 3.00848], [-0.04524, -1.23024, 0.23944], [2.10934, 0.28860, 0.25675], [3.15088, 1.10127, 0.82962], [3.00145, 0.57680, 0.04092], [-0.20496, 0.07933, -1.97343], [0.19742, 0.63453, -3.26361], [0.44391, -0.04191, -2.65221], [1.92882, -2.90646, -0.18668], [0.63988, -3.03390, 0.89032], [1.03812, -2.95046, -0.11708], [-2.14820, 2.57717, -0.37122], [-1.20500, 1.34221, -0.86952], [-2.05280, 1.62662, -0.39201], [1.13525, 2.80342, -1.76485], [1.93612, 1.73892, -1.26996], [1.03890, 1.95547, -1.39340]],
  "s2": 0.757,
  "e_homo_ev": [-13.5, -13.5],
  "e_above_lowest_kcal_mol": 52.6,
  "total_energy_ha": -552.87347,
  "total_charge": 1,
  "multiplicity": 2
}